ORCA calculation (the ωB97M-V functional and the def2-TZVPD basis) on C30H25As2F12HgN5O10 as an isolated structure in a non-equilibrium geometry.

XYZ file:
```
85
Properties=species:S:1:pos:R:3:forces:R:3:lowdin_charge:R:1
Hg 0.57921 0.26625 -0.38999 -1.098 -2.104 0.707 1.312
As 1.31830 2.37444 -2.78509 0.889 0.467 -1.164 1.021
F 0.32647 3.55048 -3.77364 1.653 -2.111 1.978 -0.256
F 0.73840 0.91902 -3.63529 0.128 1.916 0.433 -0.252
F 2.13951 1.12893 -1.74430 0.951 1.045 -0.710 -0.349
F 1.90402 3.66259 -1.60808 -0.670 -1.497 -1.661 -0.290
F 0.03302 2.05544 -1.51838 -0.416 1.369 -1.386 -0.352
F 2.79535 2.47497 -3.78357 -2.119 0.191 1.336 -0.240
As -1.26843 -1.22813 2.13617 -1.017 -0.652 1.245 0.953
F 0.05255 -1.72497 3.12639 -0.510 -0.508 0.248 -0.241
F -0.14584 -1.63685 0.71084 -0.987 0.009 0.336 -0.348
F -2.41615 -0.64966 0.94704 0.727 -0.475 0.901 -0.243
F -2.27026 -0.60827 3.53313 1.538 -1.019 -2.234 -0.273
F -0.32998 0.31671 2.08403 -0.793 -0.106 -0.356 -0.325
F -1.99611 -2.91413 2.17551 1.189 2.839 -0.272 -0.272
C -5.83652 0.41851 -3.50380 -1.566 -1.191 0.213 -0.076
C -5.84864 -0.99770 -3.32852 1.461 3.194 -0.645 -0.035
C -4.60019 -1.59107 -3.11157 -0.233 -0.324 2.050 0.025
C -3.46658 -0.78879 -2.68651 -1.196 0.998 -2.097 -0.084
C -3.55015 0.59181 -2.94773 0.958 -1.020 1.104 -0.019
C -4.72609 1.17045 -3.35248 1.086 0.731 0.035 -0.096
N -2.17091 -1.34490 -2.22583 -0.792 -2.726 0.485 -0.298
O -2.07500 -2.57380 -2.24620 -0.117 1.507 -0.261 0.103
O -1.30760 -0.63321 -1.74514 -0.423 0.892 -0.569 -0.025
H -6.79155 0.88093 -3.70499 -0.048 0.196 -0.148 0.109
H -6.87652 -1.31178 -3.43447 0.488 -1.550 -0.012 0.111
H -4.64706 -2.66249 -2.98402 0.726 -0.147 -0.006 0.111
H -2.76138 1.30566 -2.76154 0.575 -0.500 0.134 0.117
H -4.61953 2.23874 -3.46998 -0.796 0.132 -0.251 0.119
C 4.88403 -5.26374 2.09941 0.182 0.334 -0.397 -0.092
C 4.85727 -4.54525 0.92385 -1.248 1.451 -0.783 -0.039
C 4.23561 -3.25825 0.87817 -0.354 -0.102 1.124 0.029
C 3.67121 -2.69458 2.06479 0.921 -2.333 -0.355 -0.134
C 3.77681 -3.41516 3.25171 0.865 -0.207 -0.018 0.024
C 4.40887 -4.69360 3.24002 -0.885 1.101 0.898 -0.056
N 3.11334 -1.34092 2.06040 0.752 3.208 -2.225 -0.267
O 3.57172 -0.48346 2.80807 -0.357 -1.501 0.852 0.091
O 2.43563 -0.94059 1.08692 0.511 -2.103 1.077 -0.028
H 5.31934 -6.24766 2.19328 0.090 -0.040 -0.389 0.116
H 5.20680 -5.03523 0.02711 0.157 0.404 -0.245 0.109
H 4.16729 -2.60992 0.01712 0.280 -0.412 -0.383 0.095
H 3.50630 -2.88649 4.15378 -0.246 -0.401 0.278 0.119
H 4.58434 -5.33314 4.09241 -0.508 0.619 0.687 0.111
C -6.20197 3.88427 0.73607 -0.940 0.796 -0.244 -0.067
C -5.78369 2.65636 0.23744 3.109 0.248 1.070 -0.029
C -4.35928 2.43301 0.27922 -1.106 1.883 -0.590 0.031
C -3.50290 3.50603 0.68418 -0.306 -3.686 -0.999 -0.100
C -3.99008 4.74463 1.02377 1.370 0.108 0.567 -0.037
C -5.34220 4.94194 1.06108 -0.079 -0.891 0.237 -0.065
N -2.01334 3.15015 0.69358 -0.305 -0.318 -0.982 -0.299
O -1.27995 4.10315 0.80326 0.651 0.542 0.535 0.062
O -1.59222 2.00201 0.49805 -1.574 1.506 0.478 -0.015
H -7.24255 4.14798 0.85468 -0.309 -0.435 -0.157 0.107
H -6.36620 1.79439 -0.05254 -0.516 0.401 -0.032 0.107
H -4.00379 1.54339 -0.21937 0.473 -0.183 0.577 0.094
H -3.30750 5.50778 1.36741 0.070 0.083 -0.144 0.118
H -5.67344 5.87770 1.48655 -0.460 -0.028 -0.276 0.114
C 2.17910 6.05540 3.06196 -1.612 -1.706 3.847 0.091
C 3.25793 5.86174 2.22512 0.136 0.215 -2.602 0.039
C 3.35733 4.70609 1.48265 2.004 0.914 -0.048 0.043
C 2.64099 3.61187 1.84316 -0.840 -1.482 0.127 0.012
C 1.65034 3.69434 2.91167 -0.483 0.691 0.373 0.100
C 1.42565 4.90497 3.54479 1.423 -0.254 -1.768 0.030
N 2.96191 2.34426 1.09158 0.784 -2.043 -1.423 -0.222
O 1.96164 1.68618 0.73029 2.429 2.761 2.083 -0.019
O 4.14909 2.05849 0.81440 -3.598 1.309 1.178 0.166
H 2.10047 6.96419 3.64016 -0.306 0.393 -0.382 0.138
H 3.87364 6.70944 1.96301 0.293 -0.033 0.173 0.145
H 4.17475 4.61026 0.78335 -0.135 -0.106 -0.287 0.151
H 1.02579 2.90239 3.29787 0.404 -0.772 -0.546 0.142
H 0.77186 4.82838 4.40100 -0.197 0.880 -0.106 0.132
C 1.20793 -6.46066 -1.53742 -1.711 -0.249 1.075 -0.093
C 0.50985 -5.46675 -0.88412 2.276 1.793 1.320 -0.029
C 1.13475 -4.20213 -0.88775 -0.826 1.263 -1.190 0.011
C 2.14596 -3.80169 -1.81236 -1.695 -2.320 0.253 -0.121
C 2.69691 -4.83820 -2.61571 -0.700 0.413 0.923 0.027
C 2.21636 -6.14602 -2.38134 1.368 0.343 -1.337 -0.080
N 2.52953 -2.38081 -1.99713 -3.031 -0.264 2.311 -0.286
O 1.72635 -1.45361 -1.59944 2.185 -2.793 -1.462 -0.066
O 3.60682 -2.24509 -2.44670 1.540 1.529 -0.933 0.146
H 0.94502 -7.48981 -1.34220 -0.076 -0.164 -0.369 0.116
H -0.21999 -5.58623 -0.09706 -0.325 -0.443 -0.330 0.116
H 0.69241 -3.44483 -0.25749 0.088 0.193 0.010 0.086
H 3.45201 -4.62671 -3.35833 0.004 -0.063 -0.030 0.115
H 2.56383 -7.02942 -2.89639 0.776 0.393 -0.454 0.110
```
Forces are in eV/Å.

Calculated values
**Spin multiplicity**: 2
**LUMO level (spin up / spin down)**: -5.262 / -8.936 eV
**Frontier orbital gap (spin up / spin down)**: 6.235 / 2.560 eV
**Net charge**: +1
**Molar mass**: 1194.0 g mol⁻¹